A molecular structure, C15H31IrNO3P2 in a non-equilibrium geometry, computed with ωB97M-V/def2-TZVPD.

Cartesian coordinates (Å):
P (0.478, 2.330, 1.510)
P (1.035, 0.278, -1.914)
C (1.836, 1.937, 0.299)
C (1.575, 1.861, -1.212)
H (2.349, 1.038, 0.671)
H (2.550, 2.761, 0.476)
H (0.846, 2.635, -1.519)
H (2.510, 2.077, -1.763)
C (2.416, -0.767, -2.523)
H (2.039, -1.778, -2.748)
H (3.199, -0.881, -1.764)
H (2.865, -0.373, -3.440)
C (0.305, 0.774, -3.504)
H (1.105, 0.859, -4.250)
H (-0.172, 1.753, -3.415)
H (-0.417, 0.053, -3.885)
C (1.537, 2.262, 2.974)
H (1.003, 2.318, 3.918)
H (2.246, 3.083, 2.898)
H (2.083, 1.320, 2.948)
C (-0.193, 3.917, 1.035)
H (-0.548, 3.869, 0.006)
H (0.608, 4.648, 1.110)
H (-1.023, 4.224, 1.669)
Ir (-1.280, 1.423, 2.216)
C (-1.626, -3.348, -2.059)
C (-0.813, -4.157, -1.390)
C (-0.426, -3.902, 0.041)
C (0.983, -3.309, 0.065)
C (1.102, -1.999, -0.556)
C (0.112, -1.012, -0.948)
C (-1.362, -0.925, -1.422)
C (-2.243, -2.165, -1.389)
C (-1.505, 2.701, 3.843)
H (-1.957, -3.548, -3.073)
H (-0.377, -5.040, -1.870)
H (-0.417, -4.839, 0.625)
H (-1.100, -3.181, 0.549)
H (1.340, -3.183, 1.104)
H (1.716, -3.985, -0.409)
H (2.066, -1.537, -0.266)
H (0.047, -0.449, 0.025)
H (-1.421, -0.498, -2.434)
H (-1.843, -0.145, -0.798)
H (-2.458, -2.358, -0.326)
H (-3.185, -1.865, -1.900)
H (-2.535, 3.039, 4.026)
H (-0.846, 3.588, 3.838)
H (-1.220, 2.072, 4.719)
O (-1.514, -0.481, 2.820)
N (-2.796, -0.447, 2.556)
O (-3.526, -1.370, 2.743)
O (-3.147, 0.721, 2.095)

E_LUMO (spin up / spin down) in eV: -6.47 / -9.69
HOMO energy (spin up / spin down) in eV: -13.26 / -14.47
Multiplicity: 6
Charge: +2
Energy relative to the best compared isomer or geometry (same formula, charge and spin) in kcal per mole: 0.00